Entry 1:
Here is a 2-piece molecular cluster, C4H11N4 overall in a non-equilibrium geometry from the Open Molecules 2025 dataset. Energies are from ωB97M-V/def2-TZVPD.

Structure (ORCA input):
```
! RIJCOSX wB97M-V def2-TZVPD def2/J DEFGRID3
* xyz 1 1
C -1.911 0.048 0.189
C 2.433 -1.012 0.512
C -2.640 0.901 -0.640
C 3.359 -0.985 -0.672
N 1.938 0.054 0.824
N 1.141 0.957 1.095
N -1.120 -0.873 -0.401
N -3.485 1.707 0.013
H -1.831 0.110 1.316
H 2.159 -1.935 1.085
H -2.848 0.731 -1.701
H 2.764 -0.447 -1.505
H 3.543 -1.918 -1.092
H 4.180 -0.493 -0.290
H -1.495 -1.392 -1.144
H -0.634 -1.475 0.208
H -3.232 1.770 0.957
H -3.714 2.536 -0.496
H 1.393 1.715 1.741
*
```

The largest force on an atom is 3.66 eV/Å. The value obtained for the HOMO energy (spin up / spin down) is -12.405 / -9.770 eV. The gap between HOMO and LUMO (spin up / spin down) is 9.1 / 3.8 eV. The energy relative to the best compared isomer or geometry (same formula, charge and spin) is 5.7693 eV. The calculation puts the total energy at -10275.420 eV. The calculation puts the molar mass at 115.16 g/mol.



Entry 2:
Here is C18H46N2O20 as an isolated structure in a non-equilibrium geometry from the Open Molecules 2025 dataset. Energies are from ωB97M-V/def2-TZVPD.

Structure (ORCA input):
```
! RIJCOSX wB97M-V def2-TZVPD def2/J DEFGRID3
* xyz 0 1
C 4.040 -3.624 1.013
O 4.698 -4.701 1.683
H 4.728 -3.222 0.271
H 3.166 -3.981 0.456
H 3.717 -2.856 1.714
H 4.374 -4.736 2.585
C -0.246 -4.360 -1.345
O 0.440 -5.486 -0.823
H 0.222 -4.041 -2.271
H -1.298 -4.626 -1.533
H -0.330 -3.530 -0.637
H 0.100 -5.666 0.057
C -1.187 -0.801 -4.293
O 0.201 -0.750 -4.611
H -1.408 -1.730 -3.764
H -1.387 0.072 -3.672
H -1.819 -0.669 -5.177
H 0.396 -1.417 -5.275
C 2.434 -0.704 3.834
O 1.240 -1.462 3.919
H 3.022 -0.898 4.729
H 3.066 -0.988 2.984
H 2.216 0.360 3.718
H 0.845 -1.519 3.042
C -0.006 -0.711 -0.843
N 0.635 -0.542 0.467
O 1.280 -1.469 0.912
O 0.500 0.539 1.016
H 0.065 0.239 -1.357
H -1.064 -0.920 -0.684
H 0.432 -1.556 -1.355
C 1.862 3.272 1.275
N 2.912 2.309 0.852
O 3.335 1.522 1.671
O 3.222 2.317 -0.316
H 1.936 4.138 0.629
H 2.042 3.502 2.320
H 0.935 2.714 1.185
C -2.100 2.810 2.422
O -2.138 1.964 1.274
C -3.276 1.905 0.600
O -4.321 2.399 0.905
O -3.055 1.185 -0.492
C -4.054 1.168 -1.492
H -1.368 3.586 2.232
H -1.803 2.185 3.266
H -3.085 3.202 2.664
H -5.049 1.023 -1.071
H -3.826 0.318 -2.133
H -4.040 2.074 -2.098
C 4.566 -0.442 -1.149
O 3.320 -1.128 -1.176
C 3.069 -1.841 -2.258
O 3.755 -1.891 -3.246
O 1.911 -2.474 -2.080
C 1.613 -3.436 -3.084
H 4.734 -0.180 -0.111
H 4.500 0.474 -1.735
H 5.378 -1.056 -1.532
H 1.489 -2.972 -4.059
H 0.712 -3.948 -2.760
H 2.412 -4.178 -3.133
C -1.811 -0.954 3.847
O -3.013 -0.990 3.073
C -2.899 -1.591 1.894
O -1.886 -2.068 1.467
O -4.052 -1.674 1.246
C -5.194 -0.963 1.737
H -1.137 -0.203 3.438
H -1.314 -1.919 3.858
H -2.113 -0.695 4.856
H -5.866 -0.881 0.888
H -4.928 0.019 2.107
H -5.689 -1.533 2.523
C -1.538 6.772 0.042
O -1.683 5.409 -0.363
C -0.715 4.932 -1.144
O 0.286 5.514 -1.444
O -1.063 3.708 -1.527
C -0.046 2.910 -2.143
H -2.260 6.952 0.830
H -1.731 7.446 -0.797
H -0.526 6.987 0.387
H 0.635 2.552 -1.374
H 0.458 3.441 -2.945
H -0.574 2.066 -2.580
*
```

The largest force on an atom is 10.79 eV/Å. The value obtained for the HOMO energy is -9.791 eV. The gap between HOMO and LUMO is 10.2 eV. The calculation puts the total energy at -63331.458 eV. The calculation puts the molar mass at 610.56 g/mol.



Entry 3:
Here is C17H22N2OS in the gas phase from the Open Molecules 2025 dataset. Energies are from ωB97M-V/def2-TZVPD.

Structure (ORCA input):
```
! RIJCOSX wB97M-V def2-TZVPD def2/J DEFGRID3
* xyz 0 1
C -7.098 1.111 0.717
C -6.081 -0.024 0.717
C -5.735 -0.471 -0.701
C -4.720 -1.619 -0.705
C -3.407 -1.211 -0.051
O -3.049 -1.639 1.025
N -2.706 -0.322 -0.805
C -1.488 0.315 -0.527
C -0.773 0.112 0.647
C 0.420 0.771 0.863
C 0.942 1.650 -0.086
N 2.096 2.389 0.118
C 3.160 1.940 0.996
C 3.893 0.753 0.451
C 4.968 0.746 -0.382
C 5.362 -0.554 -0.773
C 4.582 -1.534 -0.246
C 4.689 -3.006 -0.428
S 3.333 -0.862 0.753
C 0.217 1.845 -1.265
C -0.977 1.193 -1.480
H -6.705 1.977 0.188
H -8.019 0.800 0.227
H -7.335 1.411 1.734
H -5.172 0.300 1.227
H -6.483 -0.873 1.273
H -5.339 0.382 -1.259
H -6.644 -0.803 -1.208
H -4.530 -1.947 -1.730
H -5.121 -2.462 -0.140
H -3.113 -0.061 -1.693
H -1.155 -0.567 1.390
H 0.945 0.588 1.786
H 2.442 2.815 -0.732
H 2.734 1.711 1.975
H 3.859 2.773 1.113
H 5.474 1.640 -0.701
H 6.197 -0.750 -1.423
H 4.864 -3.500 0.527
H 3.768 -3.409 -0.848
H 5.513 -3.238 -1.099
H 0.601 2.520 -2.018
H -1.519 1.363 -2.401
*
```

The largest force on an atom is 0.75 eV/Å. The SMILES is CCCCC(=O)Nc1ccc(NCc2ccc(C)s2)cc1. The value obtained for the HOMO energy is -7.331 eV. The gap between HOMO and LUMO is 8.1 eV. The energy relative to the best compared isomer or geometry (same formula, charge and spin) is 0.0000 eV. The calculation puts the total energy at -33849.728 eV. The calculation puts the molar mass at 302.44 g/mol.



Entry 4:
Here is a 5-piece molecular cluster, C37H74INO6 overall in a non-equilibrium geometry from the Open Molecules 2025 dataset. Energies are from ωB97M-V/def2-TZVPD.

Structure (ORCA input):
```
! RIJCOSX wB97M-V def2-TZVPD def2/J DEFGRID3
* xyz 0 1
C 1.456 -0.150 0.526
C 1.491 0.243 -0.962
O 0.307 -0.130 -1.675
C -0.766 0.752 -1.436
C -0.870 1.909 -2.452
O -0.545 3.190 -1.934
C -1.481 3.662 -0.983
C -2.835 4.161 -1.559
O -3.964 3.529 -0.960
C -4.127 2.224 -1.492
C -5.374 1.538 -1.025
C -6.330 1.083 -1.789
I -6.308 1.270 -3.895
C -7.495 0.371 -1.107
O -8.617 0.521 -1.414
C -7.071 -0.524 0.052
O -7.639 -1.750 0.255
C -6.116 -0.069 0.824
N -5.601 -0.818 1.924
C -5.544 1.296 0.473
O -5.285 2.101 1.291
H 1.833 -1.153 0.728
H 0.443 -0.059 0.937
H 2.051 0.597 1.065
H 2.321 -0.281 -1.444
H 1.600 1.332 -1.058
H -1.680 0.145 -1.528
H -0.750 1.121 -0.402
H -0.132 1.694 -3.234
H -1.837 1.921 -2.972
H -1.004 4.522 -0.504
H -1.706 2.952 -0.173
H -2.872 4.125 -2.659
H -2.945 5.218 -1.301
H -3.283 1.607 -1.125
H -4.022 2.269 -2.582
H -7.016 -2.388 -0.122
H -4.727 -1.218 1.571
H -5.283 -0.170 2.645
C 4.264 -6.623 -1.710
C 3.475 -5.767 -0.724
C 3.183 -4.360 -1.241
C 4.408 -3.489 -1.515
C 5.343 -3.271 -0.327
C 4.663 -2.567 0.840
H 5.252 -6.206 -1.907
H 4.405 -7.629 -1.310
H 3.732 -6.713 -2.660
H 4.008 -5.720 0.230
H 2.522 -6.263 -0.517
H 2.535 -3.848 -0.522
H 2.602 -4.436 -2.166
H 4.053 -2.514 -1.869
H 4.987 -3.913 -2.341
H 6.189 -2.666 -0.666
H 5.765 -4.219 0.017
H 4.261 -1.602 0.522
H 5.377 -2.387 1.646
H 3.846 -3.164 1.250
C -5.474 5.276 2.205
C -5.216 4.428 3.446
C -6.107 4.797 4.632
C -5.932 6.221 5.162
C -4.515 6.580 5.604
C -4.006 5.729 6.763
H -5.253 6.330 2.382
H -4.843 4.940 1.380
H -6.516 5.191 1.886
H -4.160 4.501 3.726
H -5.393 3.384 3.194
H -5.927 4.082 5.442
H -7.155 4.662 4.343
H -6.613 6.361 6.008
H -6.254 6.935 4.399
H -4.505 7.630 5.912
H -3.822 6.502 4.761
H -4.665 5.818 7.630
H -3.009 6.054 7.066
H -3.939 4.674 6.491
C 11.005 0.514 -0.969
C 10.413 0.411 -2.371
C 9.360 1.479 -2.665
C 8.118 1.428 -1.774
C 7.358 0.103 -1.792
C 6.797 -0.257 -3.164
H 10.249 0.355 -0.198
H 11.780 -0.242 -0.828
H 11.460 1.494 -0.808
H 9.995 -0.588 -2.521
H 11.222 0.516 -3.099
H 9.059 1.397 -3.713
H 9.819 2.467 -2.562
H 7.439 2.230 -2.082
H 8.400 1.658 -0.742
H 6.527 0.172 -1.084
H 7.999 -0.709 -1.434
H 6.125 0.523 -3.527
H 6.230 -1.189 -3.109
H 7.590 -0.398 -3.900
C -0.179 -4.147 0.870
C -0.772 -4.233 -0.533
C -1.804 -3.141 -0.824
C -3.051 -3.163 0.063
C -3.847 -4.467 0.042
C -4.412 -4.809 -1.333
H -0.938 -4.295 1.640
H 0.582 -4.918 1.005
H 0.294 -3.175 1.032
H -1.209 -5.224 -0.688
H 0.039 -4.139 -1.260
H -2.103 -3.212 -1.874
H -1.321 -2.164 -0.717
H -3.709 -2.341 -0.248
H -2.766 -2.943 1.097
H -4.678 -4.376 0.748
H -3.230 -5.295 0.401
H -5.061 -4.008 -1.699
H -5.005 -5.723 -1.284
H -3.621 -4.969 -2.067
*
```

The largest force on an atom is 2.64 eV/Å. The SMILES is CCOCCOCCOCC1=C(I)C(=O)C(O)=C(N)C1=O.CCCCCC.CCCCCC.CCCCCC.CCCCCC. The value obtained for the HOMO energy is -9.579 eV. The gap between HOMO and LUMO is 8.9 eV. The calculation puts the total energy at -61442.287 eV. The calculation puts the molar mass at 755.90 g/mol.



Question: Which of these has the lowest molar mass?
Answer: C4H11N4